The following is a DFT calculation (ωB97M-V with the def2-TZVPD basis set) of a cluster of 2 separate species, C2H4O4 in total at a distorted geometry.

CARTESIAN COORDINATES (ANGSTROEM)
O 1.5634 1.6020 -2.0915
C 2.6641 2.0655 -1.9159
O 3.2893 2.5857 -2.9688
H 3.1170 1.9577 -0.9570
H 4.1869 2.9579 -2.9096
O -2.3096 -2.2223 3.3580
C -3.0783 -1.9717 2.4824
O -3.0429 -2.4399 1.2175
H -4.0017 -1.3763 2.5534
H -2.3883 -3.1586 1.2315

Atoms 1-6, force components in eV/Å:
O 0.619 0.454 0.379
C -1.955 -1.194 -1.178
O 0.750 0.651 -0.711
H 1.072 0.454 0.768
H -0.486 -0.366 0.742
O 0.112 -0.073 -0.096

Computed properties:
LUMO (eV): 0.5
2S+1: 1
Highest occupied orbital energy (eV): -10.8
Energy relative to the best compared isomer or geometry (same formula, charge and spin) (kJ/mol): 92.03

=====

The following is a DFT calculation (ωB97M-V with the def2-TZVPD basis set) of the molecule C2H4O4S at a distorted geometry.

CARTESIAN COORDINATES (ANGSTROEM)
C 0.0443 -0.3537 -0.7195
C -0.0405 -0.2258 0.7847
O -0.5969 2.9310 -0.0009
O -0.2830 0.8353 -1.3774
O 1.5155 1.6099 0.1118
O -0.7467 0.5507 1.3697
S 0.5835 2.1877 -0.8269
H 1.0463 -0.6952 -1.0051
H -0.6874 -1.1098 -1.0345
H 0.5640 -0.9737 1.3257
H -0.9345 2.3852 0.7279

Atoms 1-6, force components in eV/Å:
C 0.208 -0.216 0.242
C -0.059 -0.627 -0.006
O 0.670 0.150 -0.828
O 0.114 1.284 -0.160
O 0.725 0.103 0.113
O -0.173 0.013 0.163

Computed properties:
LUMO (eV): 0.8
2S+1: 1
Highest occupied orbital energy (eV): -10.5
Energy relative to the best compared isomer or geometry (same formula, charge and spin) (kJ/mol): 60.33

=====

The following is a DFT calculation (ωB97M-V with the def2-TZVPD basis set) of a cluster of 2 separate species, C2H4O4S in total at a distorted geometry.

CARTESIAN COORDINATES (ANGSTROEM)
C -1.3221 -0.3366 0.8511
C -1.1349 0.5131 2.0094
O 1.8136 -0.3026 -2.7179
O 1.3445 -0.1813 0.3655
O -0.9505 0.3478 -0.3582
O -1.5445 0.2730 3.1060
S 0.1747 -0.8182 -0.0469
H -2.2961 -1.0277 0.7217
H -0.5271 1.4546 1.9381
H 1.7459 0.5914 -2.9517
H 2.6966 -0.5134 -2.9171

Atoms 1-6, force components in eV/Å:
C -1.967 -1.495 -1.590
C 0.830 1.518 1.482
O -1.490 -1.405 0.719
O 3.207 1.184 1.561
O -0.410 -0.583 -0.535
O -0.797 -0.748 0.741

Computed properties:
LUMO (eV): 0.2
2S+1: 1
Highest occupied orbital energy (eV): -10.1
Energy relative to the best compared isomer or geometry (same formula, charge and spin) (kJ/mol): 217.00

=====

The following is a DFT calculation (ωB97M-V with the def2-TZVPD basis set) of a structure of composition C2H4O6S2 at a distorted geometry.

CARTESIAN COORDINATES (ANGSTROEM)
C -0.2950 1.4854 -0.2966
C 0.4181 -0.3343 -0.2999
O 0.7920 0.4183 2.2323
O -1.3136 -0.7772 -2.2089
O 2.2397 -1.3374 1.2864
O -0.4549 -2.7021 -0.9687
O -2.0353 -1.1615 0.0914
O 0.4446 2.2724 0.5537
S 0.8142 -0.8963 1.4226
S -0.9485 -1.3172 -0.8817
H -0.2385 1.8201 -1.3284
H -1.3117 1.2668 0.0273
H 1.2630 -0.3704 -0.9714
H 0.6260 1.6334 1.3420

Atoms 1-6, force components in eV/Å:
C 1.336 -3.293 0.218
C -2.095 3.159 0.441
O -0.206 -0.259 -0.258
O 0.302 0.080 0.380
O 0.042 -0.163 -0.061
O -0.026 0.462 0.091

Computed properties:
LUMO (eV): 6.4
2S+1: 1
Highest occupied orbital energy (eV): -0.4
Total charge: -2
Energy relative to the best compared isomer or geometry (same formula, charge and spin) (kJ/mol): 37.73

=====

The following is a DFT calculation (ωB97M-V with the def2-TZVPD basis set) of a cluster of 2 separate species, C2H4OS in total at a distorted geometry.

CARTESIAN COORDINATES (ANGSTROEM)
C -2.0285 -0.4457 -0.4583
C -1.7153 -0.1852 0.6863
O 1.9178 1.0501 -0.6353
S 2.1774 -0.2767 0.4253
H -2.3250 -0.7766 -1.3480
H 1.4026 -1.1313 -0.2564
H -1.2032 0.1009 1.5394
H 1.7741 1.6646 0.0471

Atoms 1-6, force components in eV/Å:
C 1.270 1.159 4.938
C -0.470 -0.535 -3.135
O 0.679 -2.073 -0.087
S 0.068 0.027 -0.869
H -1.078 -0.950 -3.080
H -0.119 -0.020 0.127

Computed properties:
LUMO (eV): 0.3
2S+1: 1
Highest occupied orbital energy (eV): -9.3
Energy relative to the best compared isomer or geometry (same formula, charge and spin) (kJ/mol): 343.02

=====

The following is a DFT calculation (ωB97M-V with the def2-TZVPD basis set) of the molecule C2H4OS at a distorted geometry.

CARTESIAN COORDINATES (ANGSTROEM)
C -0.1145 0.8729 -0.1113
C -0.0105 -0.4304 0.4384
O 0.6596 -1.4617 -0.1940
S -1.7229 -0.0641 -0.0994
H -0.0673 1.6069 0.7037
H 0.2992 1.1949 -1.1151
H 0.1957 -0.4513 1.4765
H 0.7606 -1.2674 -1.0989

Atoms 1-6, force components in eV/Å:
C -0.268 2.126 -0.935
C 0.482 -1.765 -0.844
O 0.028 -0.379 1.916
S 0.473 0.432 0.178
H -0.073 0.237 -0.813
H -0.505 -0.633 1.365

Computed properties:
LUMO (eV): 0.9
2S+1: 1
Highest occupied orbital energy (eV): -9.0
Energy relative to the best compared isomer or geometry (same formula, charge and spin) (kJ/mol): 103.22

=====

The following is a DFT calculation (ωB97M-V with the def2-TZVPD basis set) of a cluster of 2 separate species, C2H4OS in total at a distorted geometry.

CARTESIAN COORDINATES (ANGSTROEM)
C -1.2239 -0.4212 -0.2769
C -0.0625 -0.5481 0.6603
O -2.3580 -0.5930 0.0979
S 1.5399 -0.7720 -0.0028
H -0.7417 -0.2216 -1.2309
H -0.3668 1.2035 0.3297
H -0.2251 -0.8902 1.7118
H 1.4199 -0.5762 -1.3876

Atoms 1-6, force components in eV/Å:
C 0.869 -0.882 2.252
C -0.660 3.135 -1.091
O -0.065 0.183 -1.087
S 0.804 -0.516 -0.400
H -1.057 0.239 -1.252
H 0.415 -2.699 1.126

Computed properties:
LUMO (eV): -0.5
2S+1: 1
Highest occupied orbital energy (eV): -9.1
Energy relative to the best compared isomer or geometry (same formula, charge and spin) (kJ/mol): 365.19

=====

The following is a DFT calculation (ωB97M-V with the def2-TZVPD basis set) of a cluster of 2 separate species, C2H4OS2 in total at a distorted geometry.

CARTESIAN COORDINATES (ANGSTROEM)
C -1.0523 -0.7998 0.2055
C 1.4823 0.1074 -0.0695
O -0.2088 -3.1282 0.6034
S -0.6328 -2.2630 -0.4885
S 2.3759 -1.1998 0.3346
H 1.2116 0.7958 0.7329
H -1.3944 -0.5887 1.2075
H 1.4246 0.4543 -1.0144
H -1.3407 0.1158 -0.4265

Atoms 1-6, force components in eV/Å:
C -1.284 0.459 -2.829
C 2.067 -1.424 3.985
O 0.280 -1.112 0.030
S -0.877 3.141 1.672
S -0.454 0.728 -0.275
H -0.350 -0.088 -0.223

Computed properties:
LUMO (spin up / spin down) (eV): -1.0 / -1.0
2S+1: 1
Highest occupied orbital energy (spin up / spin down) (eV): -8.8 / -8.8
Energy relative to the best compared isomer or geometry (same formula, charge and spin) (kJ/mol): 310.79